(1)
Formula: C22H27N3O4
Source: the OMol25 dataset
Level of theory: ωB97M-V with the def2-TZVPD basis set

E_LUMO	-0.07	eV
total charge	0
HOMO	-7.689	eV
electronic energy	-35912.2055	eV
SMILES string	Cc1ccc(C(=O)N/C(=C\c2ccco2)C(=O)NCCN2CCOCC2)cc1C
ΔE to the lowest compared entry with this formula, charge and spin	336.3	kJ/mol

Each line ends with the Mulliken charge.
Positions of all 56 atoms, in Å:
C: -4.48926 -4.35438 0.47594  -1.610
C: -3.49393 -3.24477 0.35040  1.359
C: -3.64914 -2.07703 1.08673  -1.199
C: -2.75168 -1.03152 0.98520  -0.885
C: -1.66029 -1.14350 0.12841  0.342
C: -1.48886 -2.32341 -0.59112  -0.944
C: -2.38912 -3.37087 -0.49943  1.081
C: -2.17649 -4.61931 -1.29710  -1.595
H: -1.26946 -4.54548 -1.89052  0.392
H: -2.09221 -5.48377 -0.63952  0.341
H: -3.01776 -4.79463 -1.96699  0.330
H: -0.62586 -2.40294 -1.23596  0.469
C: -0.63375 -0.08477 -0.04727  0.555
O: 0.50037 -0.36315 -0.41793  -0.741
N: -1.08451 1.16880 0.21785  -0.303
C: -0.55883 2.46081 0.10135  0.052
C: -1.41657 3.50482 -0.00780  -0.461
C: -2.84378 3.50879 -0.06073  0.522
C: -3.69122 4.58841 -0.17785  -0.424
C: -5.00492 4.07534 -0.17839  -0.677
C: -4.88325 2.72499 -0.06233  -0.434
O: -3.58747 2.36760 0.00975  -0.309
H: -5.60682 1.93511 -0.02135  0.490
H: -5.91585 4.63235 -0.25486  0.450
H: -3.39835 5.61503 -0.25199  0.519
H: -0.96085 4.48333 -0.05797  0.480
C: 0.89331 2.84804 0.18938  0.476
O: 1.19219 4.03352 0.20258  -0.753
N: 1.79586 1.86352 0.31950  0.067
C: 3.20766 2.15914 0.37156  -0.701
H: 3.29179 3.24450 0.46830  0.480
H: 3.63905 1.69399 1.26183  0.242
C: 3.96789 1.70089 -0.89913  -0.952
N: 4.53985 0.38288 -0.94260  0.127
C: 5.74686 0.12205 -0.18735  -0.771
H: 6.31013 1.04813 -0.06510  0.397
C: 5.49251 -0.51891 1.18644  -0.462
H: 6.43366 -0.85250 1.62880  0.366
O: 4.68339 -1.66847 1.07683  -0.446
C: 3.44846 -1.35908 0.45965  -0.296
H: 2.89602 -2.29741 0.39703  0.331
C: 3.66275 -0.77000 -0.94013  -0.938
H: 2.70265 -0.50854 -1.38079  0.450
H: 4.13899 -1.54044 -1.56043  0.349
H: 2.88425 -0.66023 1.09341  0.288
H: 5.01927 0.20427 1.86986  0.258
H: 6.35060 -0.58109 -0.77623  0.359
H: 3.28019 1.78709 -1.74676  0.494
H: 4.79040 2.40122 -1.06939  0.321
H: 1.51743 0.90609 0.10444  0.276
H: -2.08620 1.20809 0.36924  0.275
H: -2.89571 -0.15640 1.60246  0.601
H: -4.49091 -1.98641 1.75856  0.326
H: -5.28299 -4.08699 1.16854  0.375
H: -4.93380 -4.58078 -0.49267  0.328
H: -4.00567 -5.26203 0.83562  0.334

(2)
Formula: C22H27N3O4S
Source: the OMol25 dataset
Level of theory: ωB97M-V with the def2-TZVPD basis set

E_LUMO	0.31	eV
total charge	0
HOMO	-8.149	eV
electronic energy	-46748.6804	eV
SMILES string	CC(=O)c1cccc(NCC(=O)Nc2cc(S(=O)(=O)N3CCCCC3)ccc2C)c1
ΔE to the lowest compared entry with this formula, charge and spin	94.8	kJ/mol

Each line ends with the Mulliken charge.
Positions of all 57 atoms, in Å:
C: -1.81832 -7.36746 -4.38252  -1.393
C: -1.41484 -6.35568 -3.33765  0.906
O: -0.93454 -6.70131 -2.27859  -0.609
C: -1.63059 -4.92372 -3.66023  -0.157
C: -1.30521 -3.99848 -2.67142  -0.187
C: -1.46579 -2.62979 -2.87793  0.686
C: -1.97245 -2.20310 -4.11157  -0.557
C: -2.29880 -3.11879 -5.09073  -0.903
C: -2.13202 -4.47758 -4.88179  -0.576
H: -2.38929 -5.17007 -5.66620  0.351
H: -2.68586 -2.76780 -6.03622  0.366
H: -2.10390 -1.14541 -4.28812  0.420
N: -1.19461 -1.71429 -1.89810  -0.138
H: -1.16776 -0.73691 -2.16251  0.198
C: -0.40529 -2.00821 -0.73731  -0.858
H: -1.00053 -2.55769 0.00557  0.358
C: 0.07939 -0.69388 -0.12868  0.492
O: -0.12338 0.37430 -0.65858  -0.681
N: 0.73790 -0.86963 1.04696  -0.091
C: 1.31118 0.13419 1.84298  0.204
C: 1.77400 1.31576 1.27483  -0.562
C: 2.31775 2.29146 2.08313  -0.170
C: 2.43868 2.10928 3.44539  -0.671
C: 1.99799 0.92155 4.00540  -0.792
C: 1.42562 -0.07419 3.22583  1.037
C: 0.94376 -1.34865 3.85431  -1.776
H: 1.04158 -1.29497 4.93485  0.391
H: 1.53048 -2.20059 3.50773  0.407
H: -0.10374 -1.52980 3.61449  0.359
H: 2.09507 0.76501 5.06947  0.353
H: 2.88903 2.88630 4.04122  0.518
S: 2.87489 3.82910 1.33319  1.253
O: 3.76528 4.45869 2.26492  -0.745
O: 3.34246 3.53282 0.01199  -0.726
N: 1.55991 4.81713 1.18062  0.129
C: 0.99596 5.37503 2.38414  -0.976
C: -0.20160 4.56745 2.88846  -0.129
C: -1.23668 4.44057 1.77240  -0.983
C: -0.59982 3.78414 0.54952  0.181
C: 0.62563 4.58521 0.10538  -1.029
H: 1.17624 4.06905 -0.68068  0.423
H: 0.30609 5.56309 -0.27519  0.366
H: -0.30845 2.76163 0.79171  -0.162
H: -1.31295 3.74052 -0.27439  0.430
H: -2.08888 3.85018 2.11441  0.418
H: -1.60102 5.43530 1.50413  0.357
H: 0.12813 3.57229 3.19518  0.025
H: -0.63454 5.06728 3.75650  0.388
H: 1.80015 5.40896 3.11937  0.386
H: 0.67850 6.40184 2.16639  0.409
H: 1.72814 1.47738 0.21137  0.705
H: 0.76529 -1.80273 1.43197  0.285
H: 0.47772 -2.61794 -0.98605  0.446
H: -0.92975 -4.38275 -1.73601  0.547
H: -2.87510 -7.26266 -4.61707  0.369
H: -1.62901 -8.36892 -4.00420  0.352
H: -1.24212 -7.21253 -5.29205  0.356

(3)
Formula: C22H27N5O2
Source: the OMol25 dataset
Level of theory: ωB97M-V with the def2-TZVPD basis set

E_LUMO	0.02	eV
total charge	0
HOMO	-8.015	eV
electronic energy	-34798.3949	eV
SMILES string	CCN(CC)CCNC(=O)Cn1nc(Cc2cccnc2)c2ccccc2c1=O
ΔE to the lowest compared entry with this formula, charge and spin	119.0	kJ/mol

Each line ends with the Mulliken charge.
Positions of all 56 atoms, in Å:
C: 5.06278 -4.24102 1.05253  -1.462
H: 5.01410 -4.12332 -0.02684  0.288
H: 6.04941 -3.92464 1.38177  0.450
H: 4.93264 -5.29201 1.29826  0.329
C: 4.00110 -3.40655 1.75935  -0.172
N: 2.66122 -3.94934 1.59203  0.248
C: 1.71187 -3.36212 2.52467  -0.187
H: 1.92854 -2.29818 2.70802  0.122
C: 1.72255 -4.11692 3.85366  -1.499
H: 2.68748 -4.03075 4.34511  0.313
H: 1.51948 -5.16988 3.67947  0.344
H: 0.96085 -3.71411 4.51675  0.444
H: 0.70805 -3.43153 2.09961  0.337
C: 2.20404 -4.06196 0.22761  -1.136
H: 1.19214 -4.47633 0.25180  0.485
C: 2.18959 -2.77275 -0.62505  -0.847
N: 1.28512 -1.77739 -0.10402  0.086
C: 1.70768 -0.63913 0.46163  0.678
O: 2.86697 -0.28922 0.53757  -0.657
C: 0.56286 0.21162 1.04657  -1.302
N: -0.38245 0.66644 0.04514  1.035
N: -0.19158 1.91539 -0.37312  -1.029
C: -0.96768 2.45444 -1.25080  0.201
C: -2.09841 1.75112 -1.79769  1.060
C: -2.99672 2.29576 -2.72435  -0.532
C: -4.05892 1.54945 -3.17989  -0.751
C: -4.25819 0.24377 -2.73202  -0.504
C: -3.38756 -0.31175 -1.82405  -0.530
C: -2.30539 0.43292 -1.34910  -0.050
C: -1.38642 -0.16620 -0.38800  0.639
O: -1.46707 -1.31830 0.02746  -0.813
H: -3.51326 -1.31897 -1.45708  0.484
H: -5.09655 -0.32778 -3.10028  0.417
H: -4.74713 1.97947 -3.89236  0.430
H: -2.85932 3.30610 -3.07483  0.395
C: -0.65059 3.87200 -1.63018  -1.233
C: -1.71654 4.81588 -1.14235  0.508
C: -2.15783 4.77493 0.17602  -0.364
C: -3.14406 5.65434 0.58698  -0.462
C: -3.65690 6.54837 -0.34171  -0.276
N: -3.24121 6.60292 -1.59434  -0.622
C: -2.29907 5.76185 -1.97897  -0.244
H: -1.99037 5.85331 -3.01397  0.416
H: -4.43238 7.25387 -0.07502  0.362
H: -3.50653 5.64683 1.60323  0.385
H: -1.72716 4.06272 0.86578  0.449
H: 0.30441 4.12866 -1.16597  0.352
H: -0.54410 3.95575 -2.71370  0.432
H: 1.00075 1.09632 1.50967  0.351
H: 0.02185 -0.38752 1.78517  0.455
H: 0.29609 -2.00499 -0.05758  0.321
H: 1.88819 -3.03437 -1.64462  0.344
H: 3.18261 -2.32137 -0.65360  0.488
H: 2.84359 -4.78561 -0.28468  0.419
H: 4.21116 -3.42339 2.83118  0.407
H: 4.06628 -2.35683 1.42912  0.198

(4)
Formula: C22H27N7O2
Source: the OMol25 dataset
Level of theory: ωB97M-V with the def2-TZVPD basis set

E_LUMO	0.53	eV
total charge	0
HOMO	-7.893	eV
electronic energy	-37780.4836	eV
SMILES string	CNC(=O)[C@H](Cc1c[nH]c2ccccc12)NC(C)=O.CCn1c(N)nc2cccnc21
ΔE to the lowest compared entry with this formula, charge and spin	0.0	kJ/mol

Each line ends with the Mulliken charge.
Positions of all 58 atoms, in Å:
O: 1.77075 -3.41739 0.30843  -0.707
O: 0.39864 -3.89200 -3.94365  -0.702
N: -3.03173 1.30412 2.96182  -0.904
N: 0.40836 0.76280 2.13677  -0.550
C: 2.18211 -2.47611 -0.36163  0.764
C: 0.52377 -3.85718 -2.72109  0.182
C: -2.51647 2.49952 3.00221  0.407
C: -1.86985 -0.14032 -1.13890  -1.016
C: -0.86600 -0.25095 -2.03809  1.005
C: 0.48231 -0.57110 1.98790  -0.914
C: -0.79379 1.26219 2.45597  0.181
C: -0.62521 -1.41797 2.14362  -0.145
C: 1.15514 2.98956 -2.72560  -0.860
C: 0.42226 3.83208 -1.86994  -0.634
C: -1.87112 -0.87699 2.47787  -0.878
C: 0.81608 1.62804 -2.85166  -0.197
C: -0.65322 3.31424 -1.12774  -0.738
C: -1.94550 0.50198 2.63449  0.701
C: -0.25773 1.07546 -2.11908  0.894
C: -0.97563 1.95496 -1.25310  -0.672
N: -3.34511 3.53207 3.32027  -0.491
N: -1.93489 1.15571 -0.66860  0.030
N: 0.91691 -4.92192 -2.01130  -0.063
N: -1.17576 2.56163 2.67115  0.668
N: 1.51332 -1.98376 -1.40205  0.044
C: 3.50093 -1.82054 -0.02594  -1.473
C: 1.20436 -6.24186 -2.57024  -0.947
C: 0.46757 3.91757 3.89064  -1.238
C: -0.30251 3.74057 2.58586  -0.649
C: -0.48250 -1.50584 -2.76233  -1.501
C: 0.26858 -2.55777 -1.93104  0.442
H: -2.51734 -0.95180 -0.83032  0.457
H: 1.44446 -1.00930 1.75004  0.595
H: -0.49592 -2.48693 2.01006  0.484
H: 1.98027 3.39342 -3.29631  0.395
H: 0.68782 4.87701 -1.78507  0.404
H: -2.75272 -1.49429 2.61986  0.461
H: 1.37282 0.99644 -3.52704  0.443
H: -1.22483 3.94989 -0.47046  0.524
H: -4.32868 3.28114 3.34731  0.276
H: -3.07696 4.45970 3.01695  0.214
H: -2.56884 1.44441 0.06535  0.221
H: 1.07092 -4.77594 -1.01874  0.266
H: 1.88697 -1.17462 -1.87171  0.250
H: 3.86501 -2.22087 0.91961  0.320
H: 4.21795 -2.04099 -0.81474  0.454
H: 3.36492 -0.74318 0.06017  0.407
H: 2.14714 -6.21238 -3.11919  0.299
H: 0.40744 -6.53488 -3.25636  0.300
H: 1.27539 -6.98157 -1.77145  0.348
H: -0.22386 4.06450 4.72593  0.301
H: 1.12808 4.78672 3.82427  0.399
H: 1.07824 3.03198 4.09432  0.298
H: -0.89377 4.63681 2.37645  0.526
H: 0.40344 3.61245 1.75767  0.256
H: -1.39480 -1.95812 -3.15421  0.452
H: 0.13477 -1.22939 -3.61879  0.374
H: -0.37200 -2.82103 -1.08861  0.237